# 1
A 2-piece molecular cluster, C2HClFN overall. Source: the OMol25 dataset; level of theory: ωB97M-V/def2-TZVPD.

Geometry as XYZ:
```
6
Properties=species:S:1:pos:R:3:forces:R:3:nbo_charge:R:1
C -0.1761 -0.7178 0.6053 -0.0079 -0.4909 0.3072 0.160
C -0.4525 0.5174 0.0881 0.2357 0.1750 -0.3274 -0.230
N -0.0216 -1.7276 1.1350 0.2078 -0.8246 0.2482 -0.212
F 1.4807 -0.5374 -1.9784 -0.3268 0.1504 0.2590 -0.115
Cl 0.6193 1.7547 0.3885 0.1861 0.6033 -0.0662 0.154
H -1.4497 0.7108 -0.2385 -0.2950 0.3868 -0.4208 0.242
```
Positions in Å, forces in eV/Å.

Its relative energy (zero: lowest compared OMol25 entry of this formula, charge and spin) is 96.9 kcal per mole. Its charge is 0.

# 2
One molecule with the formula C2HClFNO2 at a distorted geometry. Source: the OMol25 dataset; level of theory: ωB97M-V/def2-TZVPD.

Geometry as XYZ:
```
8
Properties=species:S:1:pos:R:3:forces:R:3:nbo_charge:R:1
O 1.9436 -1.4960 1.5394 0.5070 -0.4594 0.8194 -0.483
C 1.4917 -0.6967 0.8395 -3.2886 1.6116 -2.2653 0.938
O 1.6460 0.4122 0.1611 1.3665 0.9315 0.4082 -0.377
N 0.3907 -0.3733 -0.1193 -1.5062 -0.8554 -1.3421 -0.361
C -1.0876 0.4157 -0.6564 2.7482 -1.5738 3.1530 0.366
F -1.8764 -0.6269 -0.8247 0.0099 0.0448 -0.2952 -0.291
Cl -1.6726 1.4372 0.6310 -0.0670 0.2085 -0.3803 0.009
H -0.8354 0.9277 -1.5707 0.2302 0.0922 -0.0977 0.200
```
Positions in Å, forces in eV/Å.

The SMILES is O=C1ON1[C@@H](F)Cl. Its relative energy (zero: lowest compared OMol25 entry of this formula, charge and spin) is 0.0 kcal per mole. Its charge is 0.

# 3
A 2-piece molecular cluster, C2HClNO overall at a distorted geometry. Source: the OMol25 dataset; level of theory: ωB97M-V/def2-TZVPD.

Geometry as XYZ:
```
6
Properties=species:S:1:pos:R:3:forces:R:3:nbo_charge:R:1
C -1.5762 1.5578 0.0980 2.8091 -1.2065 0.1334 0.154
C 1.4554 -1.6025 0.0959 0.4236 0.8009 2.3431 0.718
N -0.7052 0.8283 0.3332 -1.6517 0.5617 -0.2533 -0.401
O 1.6835 -1.4358 1.1914 -0.4099 -0.4458 -1.6962 -0.186
Cl 1.1892 -1.7626 -1.4251 -0.1891 -0.1385 -0.5456 0.465
H -2.0467 2.4148 -0.2935 -0.9820 0.4281 0.0187 0.249
```
Positions in Å, forces in eV/Å.

Its relative energy (zero: lowest compared OMol25 entry of this formula, charge and spin) is 10.0 kcal per mole. Its charge is +1.

# 4
One molecule with the formula C2HClO at a distorted geometry. Source: the OMol25 dataset; level of theory: ωB97M-V/def2-TZVPD.

Geometry as XYZ:
```
5
Properties=species:S:1:pos:R:3:forces:R:3:nbo_charge:R:1
Cl -0.0261 2.0027 -0.4296 -0.2403 2.1048 -1.0025 0.193
C -0.1128 0.4292 -0.1658 0.5907 -4.0109 2.7978 0.285
C 0.4121 -0.5754 0.6631 0.8927 0.4424 -0.7599 -0.202
O -1.0246 -0.4569 -0.1161 -2.3593 1.6362 -1.2983 -0.455
H 0.7514 -1.3997 0.0484 1.1161 -0.1726 0.2629 0.179
```
Positions in Å, forces in eV/Å.

The SMILES is ClC1=CO1. Its relative energy (zero: lowest compared OMol25 entry of this formula, charge and spin) is 80.9 kcal per mole. Its charge is 0.

# 5
C2HClO as an isolated structure at a distorted geometry. Source: the OMol25 dataset; level of theory: ωB97M-V/def2-TZVPD.

Geometry as XYZ:
```
5
Properties=species:S:1:pos:R:3:forces:R:3:nbo_charge:R:1
C 0.8815 0.1664 -0.0523 -4.6917 -1.5489 0.3417 0.007
C 2.1534 0.1914 0.0150 -1.2540 -0.3212 -0.2181 0.112
O 1.6006 1.4988 0.0002 0.2703 0.9728 0.0396 -0.540
Cl 3.6923 -0.3781 0.0014 0.4390 -0.1348 0.0663 0.138
H -0.4536 -0.1307 0.0031 5.2364 1.0320 -0.2294 0.283
```
Positions in Å, forces in eV/Å.

Its relative energy (zero: lowest compared OMol25 entry of this formula, charge and spin) is 95.3 kcal per mole. Its charge is 0.

# 6
One molecule with the formula C2HClO2 at a distorted geometry. Source: the OMol25 dataset; level of theory: ωB97M-V/def2-TZVPD.

Geometry as XYZ:
```
6
Properties=species:S:1:pos:R:3:forces:R:3:nbo_charge:R:1
O -0.3867 1.8469 -0.6555 0.0876 0.7660 -0.0226 -0.505
C -0.1429 0.8495 -0.0865 0.3534 -0.8020 -0.7957 0.767
O -0.0657 0.3301 1.1126 0.0916 0.4289 1.3428 -0.440
C 0.0549 -0.5981 -0.0344 -3.0789 0.2108 -0.4079 -0.118
Cl 1.5802 -1.3747 -0.1923 -0.5026 -0.2356 -0.1357 0.062
H -1.0397 -1.0537 -0.1439 3.0489 -0.3682 0.0190 0.235
```
Positions in Å, forces in eV/Å.

The SMILES is O=C1O[C@@H]1Cl. Its relative energy (zero: lowest compared OMol25 entry of this formula, charge and spin) is 28.9 kcal per mole. Its charge is 0.

no.,total energy (Ha)
1,-691.43873
2,-841.94469
3,-666.62426
4,-612.06604
5,-612.04309
6,-687.41651